Record 1
Formula: C7H10INV
Source: the Open Molecules 2025 dataset
Level of theory: the ωB97M-V functional and the def2-TZVPD basis

```
20
Properties=species:S:1:pos:R:3:lowdin_spin:R:1
C 0.514 -1.241 -1.313 0.040
C -0.694 -1.422 -0.586 0.025
C -0.412 -2.279 0.550 0.008
C 0.989 -2.608 0.526 0.006
C 1.567 -1.950 -0.636 0.008
V 0.813 -0.751 0.711 0.906
N 0.195 1.885 -0.052 0.008
C -0.549 2.991 -0.491 0.001
C -1.568 2.089 0.210 0.001
H -1.144 -2.534 1.292 -0.001
H -1.669 -1.005 -0.840 0.001
H 1.539 -3.061 1.323 -0.001
H 2.621 -1.796 -0.822 -0.002
H 0.607 -0.584 -2.177 0.003
H -1.971 1.198 -0.357 0.001
H -0.777 3.086 -1.584 0.000
H 1.089 2.019 -0.556 0.002
H -1.614 2.141 1.339 0.000
H -0.382 3.964 0.004 0.000
I 0.847 -0.141 3.460 -0.005
```

Properties
HOMO energy (spin up / spin down)   -7.6 / -7.2 eV
Frontier orbital gap (spin up / spin down)   0.267 / 0.253 Eh
Multiplicity   2
Relative energy (zero: lowest compared OMol25 entry of this formula, charge and spin)   128.7 kcal/mol
Total charge   0


Record 2
Formula: C19H13Cl3N4NiO7S
Source: the Open Molecules 2025 dataset
Level of theory: the ωB97M-V functional and the def2-TZVPD basis

```
48
Properties=species:S:1:pos:R:3:lowdin_spin:R:1
Ni -0.747 -0.184 0.740 1.621
Cl -1.679 -3.200 -3.533 0.018
C -0.834 -1.952 -2.677 0.059
C -1.238 -0.546 -3.003 0.007
C -1.594 0.362 -1.776 0.009
Cl -2.673 1.700 -2.388 0.001
C 0.717 0.015 -0.865 -0.019
O 0.974 0.675 0.223 0.052
C 0.856 -1.347 -0.965 0.110
Cl 1.823 -2.143 0.261 0.018
C 0.179 -2.272 -1.868 -0.013
H -1.911 -0.507 -3.857 0.000
H 0.478 -3.307 -1.781 -0.002
O -0.036 0.223 -3.227 0.003
C -0.082 0.804 -1.922 0.002
O -2.037 -0.130 -0.639 0.054
C 0.294 2.254 -1.932 0.000
C 0.985 2.775 -3.013 0.001
C 1.325 4.118 -3.008 0.000
C 1.001 4.973 -1.972 0.001
C 0.304 4.416 -0.913 0.000
C -0.058 3.083 -0.870 0.000
N -0.067 5.286 0.215 0.000
O 0.256 6.454 0.149 0.000
O -0.661 4.779 1.144 0.000
N 2.065 4.665 -4.159 0.000
O 2.354 5.845 -4.128 0.000
O 2.363 3.901 -5.053 0.000
H 1.248 2.157 -3.858 0.000
H 1.272 6.016 -1.989 0.000
H -0.611 2.714 -0.020 -0.001
C 0.915 -3.471 5.550 0.000
C 0.214 -3.028 4.315 0.000
C -0.134 -3.839 3.273 0.002
C -0.767 -3.265 2.145 0.001
N -1.055 -1.977 2.111 0.019
C -0.730 -1.173 3.144 0.008
S -1.060 0.478 3.022 0.047
N -0.089 -1.706 4.220 0.002
C -1.181 -4.086 0.977 0.000
H 1.119 -4.537 5.511 0.000
H 0.301 -3.262 6.427 0.000
H 1.860 -2.938 5.660 0.000
H 0.090 -4.893 3.303 0.000
H 0.186 -1.067 4.954 0.001
H -0.540 -4.956 0.849 0.000
H -1.191 -3.477 0.076 -0.001
H -2.204 -4.430 1.149 0.000
```

Properties
HOMO energy (spin up / spin down)   -7.9 / -8.1 eV
Frontier orbital gap (spin up / spin down)   0.236 / 0.242 Eh
Multiplicity   3
Relative energy (zero: lowest compared OMol25 entry of this formula, charge and spin)   54.3 kcal/mol
Total charge   0


Record 3
Formula: C10H6F5N2O3SSc
Source: the Open Molecules 2025 dataset
Level of theory: the ωB97M-V functional and the def2-TZVPD basis

```
28
Properties=species:S:1:pos:R:3:lowdin_charge:R:1
Sc 11.507 6.634 3.403 1.072
N 11.393 9.091 3.347 -0.019
C 12.208 9.476 4.513 -0.157
C 13.429 8.589 4.678 -0.524
O 14.546 9.104 4.757 0.047
N 13.123 7.244 4.627 -0.087
C 14.255 6.368 4.311 -0.129
C 14.119 5.685 2.939 -0.553
O 15.122 5.309 2.355 0.091
O 12.856 5.558 2.517 -0.173
H 11.720 9.571 2.533 0.102
H 10.419 9.287 3.530 0.078
H 11.637 9.419 5.441 0.128
H 12.513 10.541 4.432 0.135
H 14.223 5.586 5.099 0.135
H 15.189 6.949 4.470 0.131
F 4.785 6.932 4.295 0.123
C 6.024 6.421 4.312 -0.116
C 7.167 7.223 4.074 -0.134
F 7.071 8.531 3.770 0.112
C 8.403 6.676 4.179 -0.213
F 9.492 7.560 4.117 -0.053
C 8.620 5.362 4.562 -0.525
S 10.241 4.627 4.483 0.646
C 7.478 4.601 4.898 -0.211
F 7.637 3.397 5.469 0.092
C 6.200 5.159 4.855 -0.156
F 5.146 4.535 5.323 0.159
```

Properties
HOMO energy   -8.9 eV
Frontier orbital gap   0.287 Eh
Relative energy (zero: lowest compared OMol25 entry of this formula, charge and spin)   0.0 kcal/mol
Total charge   0


Record 4
Formula: C30H43As3N3O3PRuS
Source: the Open Molecules 2025 dataset
Level of theory: the ωB97M-V functional and the def2-TZVPD basis

```
85
Properties=species:S:1:pos:R:3:lowdin_spin:R:1
Ru -0.170 0.753 -0.545 0.785
C -1.238 -2.487 -2.408 0.003
As -0.161 -1.689 -1.009 -0.003
C -0.583 -2.828 0.492 -0.003
C 1.657 -2.360 -1.284 -0.003
C 2.543 -1.859 -2.426 0.000
C 1.779 -1.878 -3.754 0.000
C 3.078 -0.451 -2.152 -0.001
As 1.795 1.008 -2.080 -0.009
C 1.393 1.451 -3.927 0.000
C 3.015 2.477 -1.713 -0.002
C 3.744 -2.816 -2.586 0.000
As 5.031 -3.422 -1.194 0.000
C 3.869 -4.419 0.040 0.000
C 5.322 -1.847 -0.059 0.000
H -1.231 -1.889 -3.315 0.001
H -2.261 -2.563 -2.046 0.000
H -0.843 -3.481 -2.614 0.000
H -0.102 -3.794 0.341 0.000
H -1.660 -2.966 0.550 0.000
H -0.210 -2.380 1.410 0.000
H 1.511 -3.439 -1.393 0.000
H 2.154 -2.205 -0.323 0.000
H 0.917 -1.209 -3.742 0.000
H 1.414 -2.882 -3.977 0.000
H 2.429 -1.571 -4.576 0.000
H 3.797 -0.171 -2.927 0.000
H 3.605 -0.415 -1.197 0.000
H 2.308 1.397 -4.515 0.000
H 1.013 2.472 -3.955 0.000
H 0.643 0.791 -4.350 0.001
H 3.819 2.422 -2.446 0.000
H 3.429 2.401 -0.711 0.000
H 2.509 3.434 -1.838 0.000
H 4.387 -2.417 -3.377 0.000
H 3.368 -3.768 -2.979 0.000
H 3.255 -5.126 -0.519 0.000
H 3.233 -3.778 0.650 0.000
H 4.516 -4.994 0.702 0.000
H 5.754 -1.034 -0.643 0.000
H 6.054 -2.137 0.694 0.000
H 4.425 -1.507 0.458 0.000
N 0.290 2.759 0.172 0.005
C -0.440 3.310 1.304 0.000
C -0.196 4.610 1.726 0.000
C -0.842 5.090 2.851 0.000
C -1.722 4.275 3.558 0.000
C -1.981 2.993 3.113 0.000
C -1.341 2.499 1.975 -0.001
P -1.907 0.979 1.150 -0.005
C -2.006 -0.291 2.431 -0.001
C -1.147 -0.254 3.527 -0.001
C -1.180 -1.269 4.472 0.000
C -2.074 -2.321 4.333 -0.001
C -2.926 -2.369 3.238 0.000
C -2.884 -1.366 2.283 -0.001
C -3.603 1.538 0.768 0.000
C -4.750 1.068 1.400 0.000
C -5.987 1.623 1.099 0.000
C -6.089 2.657 0.184 0.000
C -4.944 3.156 -0.421 0.000
C -3.712 2.604 -0.127 0.001
H 0.402 3.461 -0.553 0.002
H 1.235 2.519 0.510 0.001
H 0.506 5.236 1.187 0.000
H -0.656 6.102 3.184 0.000
H -2.220 4.652 4.440 0.000
H -2.703 2.373 3.631 0.000
H -0.449 0.565 3.645 0.000
H -0.508 -1.235 5.319 0.000
H -2.103 -3.107 5.075 0.000
H -3.615 -3.194 3.121 0.000
H -3.525 -1.428 1.412 0.000
H -4.696 0.290 2.144 0.000
H -6.873 1.246 1.593 0.000
H -7.056 3.083 -0.048 0.000
H -5.013 3.976 -1.123 0.000
H -2.825 3.010 -0.599 0.002
O 0.935 -0.043 1.033 0.022
N 2.166 0.260 1.373 0.001
O 2.803 -0.586 1.945 0.006
O 2.610 1.362 1.041 0.004
S -1.500 1.222 -2.369 0.152
C -2.916 0.361 -2.011 0.017
N -3.864 -0.240 -1.746 0.031
```

Properties
HOMO energy (spin up / spin down)   -10.7 / -10.7 eV
Frontier orbital gap (spin up / spin down)   0.293 / 0.223 Eh
Multiplicity   2
Relative energy (zero: lowest compared OMol25 entry of this formula, charge and spin)   4.8 kcal/mol
Total charge   +1


Record 5
Formula: C34H29N2O3
Source: the Open Molecules 2025 dataset
Level of theory: the ωB97M-V functional and the def2-TZVPD basis

```
68
Properties=species:S:1:pos:R:3:lowdin_charge:R:1
C 1.211 1.167 3.176 -0.073
N 1.941 0.015 3.181 -0.415
O 1.424 -1.108 2.839 -0.085
O 3.157 0.042 3.548 -0.091
C 1.774 2.459 3.429 -0.210
C 3.145 2.648 3.738 -0.040
C 3.654 3.928 3.966 -0.107
C 2.827 5.057 3.880 -0.141
C 1.462 4.889 3.601 -0.133
C 0.939 3.621 3.386 -0.088
H 0.135 1.050 3.045 0.083
H 3.778 1.767 3.803 0.078
H 4.707 4.043 4.220 0.090
H 3.243 6.054 4.049 0.081
H 0.815 5.764 3.560 0.086
H -0.128 3.493 3.183 0.095
C -1.681 5.625 -3.555 -0.085
N -0.791 4.493 -3.413 -0.258
C 0.084 4.278 -4.550 -0.079
C -0.928 3.565 -2.386 -0.265
C -1.629 2.356 -2.605 -0.008
C -1.671 1.393 -1.618 -0.040
C -0.952 1.545 -0.395 -0.198
C -0.855 0.504 0.567 0.056
C -0.798 -0.869 0.267 -0.176
C -0.953 -1.837 1.307 0.018
C -0.708 -3.173 1.129 -0.079
C -0.865 -4.124 2.233 -0.155
C -1.878 -3.907 3.191 -0.034
C -2.102 -4.833 4.209 -0.098
C -1.268 -5.950 4.346 -0.107
C -0.206 -6.130 3.453 -0.085
C -0.014 -5.234 2.403 -0.015
C -0.232 -3.662 -0.188 -0.256
O 0.197 -4.820 -0.341 0.031
C -0.313 -2.695 -1.307 -0.075
C -0.100 -3.159 -2.682 -0.159
C -0.768 -2.499 -3.738 -0.038
C -0.570 -2.892 -5.061 -0.098
C 0.354 -3.900 -5.369 -0.105
C 1.039 -4.547 -4.333 -0.086
C 0.791 -4.200 -3.008 -0.019
C -0.532 -1.365 -1.045 0.029
C -0.356 2.818 -0.152 0.000
C -0.356 3.807 -1.109 0.002
H -2.327 5.720 -2.674 0.090
H -1.093 6.544 -3.671 0.076
H -2.314 5.506 -4.448 0.076
H 0.761 3.439 -4.351 0.093
H -0.505 4.063 -5.456 0.076
H 0.676 5.190 -4.717 0.079
H -2.120 2.204 -3.568 0.117
H -2.248 0.483 -1.780 0.112
H -0.884 0.794 1.610 0.092
H -1.224 -1.478 2.299 0.119
H -2.510 -3.020 3.104 0.107
H -2.926 -4.669 4.900 0.093
H -1.433 -6.664 5.154 0.091
H 0.480 -6.969 3.571 0.097
H 0.788 -5.399 1.688 0.107
H -1.463 -1.688 -3.503 0.105
H -1.132 -2.400 -5.850 0.093
H 0.542 -4.174 -6.407 0.092
H 1.770 -5.325 -4.555 0.099
H 1.282 -4.739 -2.198 0.106
H -0.423 -0.656 -1.863 0.108
H 0.151 2.988 0.800 0.101
H 0.128 4.774 -0.939 0.120
```

Properties
HOMO energy   -3.7 eV
Frontier orbital gap   0.175 Eh
Total charge   -1


Record 6
Formula: C3H7NSi
Source: the Open Molecules 2025 dataset
Level of theory: the ωB97M-V functional and the def2-TZVPD basis

```
12
Properties=species:S:1:pos:R:3:lowdin_charge:R:1
C 3.708 -0.119 1.193 -0.114
C -0.356 1.577 -0.528 -0.409
C -1.835 -1.028 -0.420 -0.366
N 4.375 0.361 0.405 0.042
Si -1.406 0.610 0.750 0.685
H 3.102 -0.479 2.061 0.074
H 0.384 2.310 -0.121 0.003
H 0.164 0.838 -1.217 0.017
H -1.092 2.245 -1.124 0.040
H -0.741 -1.309 -0.834 0.040
H -2.370 -1.845 0.100 -0.022
H -2.459 -0.796 -1.342 0.012
```

Properties
HOMO energy   -8.2 eV
Frontier orbital gap   0.282 Eh
Relative energy (zero: lowest compared OMol25 entry of this formula, charge and spin)   60.1 kcal/mol
Total charge   0


Record 7
Formula: C25H37Br4N3O6S3SiY
Source: the Open Molecules 2025 dataset
Level of theory: the ωB97M-V functional and the def2-TZVPD basis

```
80
Properties=species:S:1:pos:R:3:lowdin_charge:R:1
Y 0.183 1.768 0.696 1.202
C -1.508 -0.358 3.384 -0.011
C -1.767 -1.047 2.044 -0.599
C -3.037 -0.513 1.391 -0.018
C -1.882 -2.556 2.248 -0.024
O -0.676 -0.715 1.141 -0.236
Si 0.720 -1.568 0.851 -0.161
S 1.780 -0.276 -0.391 0.365
O 1.350 -1.813 2.332 -0.142
C 2.376 -2.682 2.815 -0.639
C 1.785 -4.071 3.067 -0.029
C 2.861 -2.066 4.122 -0.027
C 3.525 -2.767 1.811 -0.040
O 0.463 -3.062 0.218 -0.151
C 0.098 -3.498 -1.096 -0.642
C 1.332 -3.555 -1.998 -0.039
C -0.964 -2.577 -1.696 -0.029
C -0.470 -4.903 -0.915 -0.032
H -2.274 -0.637 4.109 0.091
H -1.530 0.727 3.262 0.065
H -0.528 -0.654 3.761 0.083
H -3.904 -0.705 2.025 0.091
H -3.189 -0.990 0.420 0.083
H -2.947 0.562 1.240 0.065
H -2.752 -2.762 2.871 0.092
H -0.993 -2.945 2.743 0.073
H -2.003 -3.072 1.294 0.071
H 1.005 -4.013 3.829 0.083
H 2.559 -4.760 3.412 0.084
H 1.349 -4.453 2.143 0.073
H 2.025 -1.967 4.816 0.085
H 3.267 -1.072 3.935 0.090
H 3.629 -2.695 4.577 0.083
H 3.172 -3.216 0.881 0.072
H 4.339 -3.372 2.213 0.086
H 3.894 -1.764 1.590 0.081
H 1.774 -2.564 -2.075 0.038
H 1.060 -3.914 -2.993 0.084
H 2.076 -4.231 -1.569 0.085
H -0.596 -1.549 -1.736 0.043
H -1.868 -2.589 -1.084 0.082
H -1.220 -2.904 -2.706 0.090
H 0.291 -5.561 -0.490 0.084
H -0.796 -5.308 -1.874 0.085
H -1.320 -4.876 -0.232 0.079
Br -3.739 7.747 -0.351 0.670
C -3.108 6.076 0.271 -0.766
C -3.682 5.477 1.382 -0.769
Br -5.117 6.304 2.294 0.670
C -3.190 4.245 1.823 -0.631
Br -3.931 3.350 3.319 0.739
C -2.133 3.591 1.190 -0.401
O -1.667 2.439 1.611 -0.275
C -1.538 4.213 0.048 -0.431
O -0.526 3.621 -0.543 -0.400
C -2.050 5.434 -0.382 -0.637
Br -1.218 6.192 -1.911 0.746
N 2.167 2.324 3.373 -0.043
C 1.493 2.177 2.442 -0.407
S 2.465 3.878 -0.704 0.699
C 2.658 3.313 -2.242 -0.854
N 2.902 1.959 -2.446 0.041
C 3.062 1.421 -3.662 -0.093
C 3.001 2.209 -4.769 -0.066
C 2.781 3.587 -4.531 -0.134
N 2.632 4.111 -3.348 0.072
H 2.908 1.357 -1.624 0.000
H 3.246 0.354 -3.696 0.132
H 3.119 1.809 -5.764 0.094
H 2.737 4.281 -5.365 0.109
C -0.599 0.706 -3.681 -0.239
S -0.687 1.946 -2.338 0.863
C -2.261 2.645 -2.889 -0.204
O -1.035 1.063 -1.168 -0.630
H -0.356 1.206 -4.619 0.047
H -1.544 0.168 -3.746 0.055
H 0.199 0.016 -3.405 0.030
H -2.193 2.889 -3.948 0.061
H -2.459 3.542 -2.308 0.018
H -3.023 1.891 -2.697 0.069
```

Properties
HOMO energy   -4.7 eV
Frontier orbital gap   0.242 Eh
Relative energy (zero: lowest compared OMol25 entry of this formula, charge and spin)   31.6 kcal/mol
Total charge   -1


Record 8
Formula: C26H19BrMgN4O2STe
Source: the Open Molecules 2025 dataset
Level of theory: the ωB97M-V functional and the def2-TZVPD basis

```
55
Properties=species:S:1:pos:R:3:lowdin_charge:R:1
Mg 0.084 -0.384 -0.103 0.302
Br 5.852 4.394 0.053 0.701
C 4.587 2.975 -0.121 -0.689
C 5.053 1.658 -0.090 -0.112
C 4.148 0.634 -0.159 0.014
C 2.754 0.879 -0.240 -0.356
O 1.924 -0.088 -0.284 -0.351
C 2.298 2.232 -0.293 -0.130
C 0.919 2.551 -0.417 -0.028
N -0.055 1.706 -0.274 0.043
C -1.366 2.083 -0.392 -0.203
C -1.861 3.368 -0.202 0.001
C -3.194 3.679 -0.463 -0.065
C -4.080 2.717 -0.878 -0.030
C -3.653 1.382 -0.993 -0.143
C -4.519 0.337 -1.373 0.013
C -4.029 -0.941 -1.459 -0.023
C -2.676 -1.164 -1.183 -0.081
N -1.843 -0.207 -0.843 0.055
C -2.291 1.056 -0.739 -0.154
C 3.254 3.262 -0.256 -0.089
H 6.112 1.462 -0.025 0.103
H 4.472 -0.395 -0.145 0.122
H 0.707 3.596 -0.671 0.135
H -1.207 4.146 0.159 0.110
H -3.520 4.703 -0.362 0.110
H -5.105 2.971 -1.100 0.115
H -5.555 0.559 -1.583 0.122
H -4.663 -1.768 -1.731 0.112
H -2.259 -2.162 -1.247 0.125
H 2.925 4.289 -0.309 0.106
Te 1.407 -2.744 -0.247 0.862
C 0.380 -4.586 -0.199 -1.055
C 0.364 -5.530 -1.176 -0.291
C -0.213 -6.756 -0.780 -0.221
C -0.631 -6.738 0.509 -0.452
S -0.329 -5.213 1.251 0.876
H 0.770 -5.338 -2.154 0.086
H -0.299 -7.613 -1.427 0.093
H -1.105 -7.510 1.080 0.047
N 0.717 -0.030 6.953 0.178
C -0.449 0.055 6.271 -0.499
O -1.521 0.165 6.827 0.074
C -0.338 0.014 4.777 -0.105
C -1.513 -0.098 4.033 0.031
C -1.434 -0.142 2.654 -0.085
N -0.283 -0.096 1.996 0.022
C 0.834 0.033 2.696 -0.094
C 0.863 0.100 4.075 0.024
H 0.682 -0.039 7.959 0.119
H 1.598 -0.220 6.512 0.090
H -2.461 -0.143 4.546 0.123
H -2.326 -0.221 2.046 0.118
H 1.745 0.071 2.120 0.113
H 1.814 0.229 4.566 0.111
```

Properties
HOMO energy   -6.4 eV
Frontier orbital gap   0.191 Eh
Relative energy (zero: lowest compared OMol25 entry of this formula, charge and spin)   0.1 kcal/mol
Total charge   0